1.
Entry from OMol25: C22H12Al2B4Br6O34V as an isolated structure at a distorted geometry (wB97M-V/def2-TZVPD).

Geometry as XYZ:
```
81
Properties=species:S:1:pos:R:3:lowdin_charge:R:1
O 26.13854 17.80234 23.92500 -0.18
V 26.19424 17.35731 22.36219 1.35
O 25.31174 18.41106 21.52256 -0.17
Al 23.05602 5.39588 22.95509 1.00
Al 38.92062 7.75036 28.68032 1.00
O 32.56287 9.39544 29.33908 0.15
C 31.38801 9.63428 28.96229 -0.32
O 31.06861 9.93750 27.72094 0.25
B 29.64765 10.37069 27.67542 -0.81
O 29.16808 10.21631 29.04250 0.25
C 30.14686 9.65575 29.78950 -0.36
O 30.06230 9.23578 30.89148 0.24
O 29.44578 11.69927 27.03427 0.26
C 28.81298 11.55507 25.88182 -0.36
O 28.52163 12.36669 25.05072 0.19
C 28.33612 10.06554 25.84783 -0.34
O 28.90906 9.37865 26.80811 0.25
O 27.47627 9.68727 25.05001 0.16
O 36.26942 12.73933 24.37132 0.21
C 35.76043 13.87988 24.40858 -0.30
O 35.07073 14.54259 23.48263 0.26
B 34.44234 15.76685 24.08485 -0.77
O 34.84901 15.60008 25.52604 0.29
C 35.65900 14.60291 25.67113 -0.41
O 36.11569 14.12981 26.66035 0.26
O 33.03118 15.85522 23.80800 0.27
C 32.84099 16.85641 22.93741 -0.31
O 31.75079 17.17718 22.50564 0.19
C 34.16168 17.59527 22.72544 -0.29
O 35.07278 16.99145 23.48213 0.26
O 34.22022 18.69116 22.14579 0.22
O 25.54693 13.58428 18.01262 0.19
C 24.86739 12.71675 17.46831 -0.26
O 23.61531 12.28948 17.78187 0.26
B 23.27208 11.16977 16.92301 -0.86
O 24.41461 11.05708 15.97342 0.27
C 25.42413 11.86633 16.27971 -0.28
O 26.52189 12.00946 15.74779 0.23
O 23.10570 9.92807 17.71179 0.22
C 21.87826 9.35167 17.51708 -0.31
O 21.48502 8.41464 18.14956 0.21
C 21.10209 10.30941 16.61252 -0.26
O 21.95528 11.28054 16.29382 0.26
O 19.89885 10.26344 16.24892 0.21
O 32.66576 1.11136 31.02641 0.23
C 32.01736 1.81990 30.22056 -0.30
O 30.83452 1.56398 29.82917 0.30
B 30.41393 2.57429 28.81283 -0.76
O 31.60516 3.45577 28.73398 0.29
C 32.57727 3.06748 29.44797 -0.31
O 33.67790 3.64611 29.58713 0.19
O 30.11646 1.95197 27.49638 0.24
C 28.87617 2.34205 27.05886 -0.29
O 28.29851 2.21960 26.01162 0.22
C 28.32545 3.32568 28.13947 -0.29
O 29.17448 3.31442 29.18006 0.25
O 27.32536 3.99998 27.91120 0.19
Br 25.69922 3.34947 34.58614 0.76
C 27.44508 2.82942 35.16167 -0.76
C 27.93661 3.81700 36.16845 -0.62
Br 29.81508 3.19823 36.61376 0.68
H 28.06483 2.73798 34.26968 0.06
H 27.47053 1.86155 35.66235 0.07
H 27.39832 3.82325 37.11624 0.07
H 27.89573 4.81239 35.72616 0.06
Br 22.17038 9.61665 29.90899 0.56
C 23.08943 10.63292 31.43153 -0.60
C 22.77769 12.06804 31.29640 -0.63
Br 23.59139 12.76882 29.57441 0.58
H 24.14990 10.42655 31.28692 0.06
H 22.78568 10.13252 32.35101 0.07
H 23.21362 12.53980 32.17703 0.07
H 21.75491 12.44181 31.34450 0.07
Br 25.64281 11.89934 37.60280 0.60
C 27.37384 11.72455 38.64070 -0.62
C 28.45994 12.40947 37.83883 -0.66
Br 30.22097 12.10662 38.74193 0.66
H 27.44867 10.63894 38.70363 0.05
H 27.20219 12.09050 39.65298 0.07
H 28.37768 13.49635 37.83338 0.06
H 28.57072 12.23499 36.76861 0.06
```

As for the spin multiplicity: 1. The value obtained for the HOMO-LUMO gap is 1.03 eV. The value obtained for the HOMO energy is -0.51374 Ha. The total charge is +3.

2.
Entry from OMol25: C22H12Cl2MnN3O6S as an isolated structure (wB97M-V/def2-TZVPD).

Geometry as XYZ:
```
47
Properties=species:S:1:pos:R:3:lowdin_spin:R:1
Mn 0.37708 0.18227 -0.37453 0.98
O -0.14814 -3.63620 0.57407 0.01
C -0.17949 -2.45857 0.24649 0.00
O 0.78761 -1.74076 -0.18784 0.01
C -1.53005 -1.74026 0.27905 0.00
C -2.70071 -2.41652 0.56884 0.00
C -3.90553 -1.74404 0.45182 0.00
C -3.89919 -0.41895 0.04509 0.00
C -2.68514 0.19591 -0.20405 0.00
N -1.52641 -0.45048 -0.08210 -0.01
H -2.62655 -3.45676 0.85222 0.00
H -4.84075 -2.24875 0.65982 0.00
H -4.81530 0.13720 -0.09458 0.00
H -2.63559 1.22492 -0.53546 0.00
Cl 1.12257 0.84417 4.51314 0.00
C 0.50292 1.96929 3.34633 0.00
C 0.07159 3.22866 3.78117 0.00
C -0.41521 4.15392 2.90050 0.00
Cl -0.93712 5.71377 3.48997 0.00
C -0.49791 3.85930 1.52029 0.00
C -0.97006 4.73577 0.51779 -0.01
C -0.98058 4.32095 -0.78170 0.00
C -0.53728 3.02518 -1.11080 -0.01
N -0.11033 2.18364 -0.19751 0.00
C -0.07081 2.58316 1.10535 0.00
C 0.45517 1.59268 2.00580 0.00
O 0.84600 0.46772 1.52917 0.01
H 0.12978 3.46627 4.83473 0.00
H -1.31488 5.72319 0.79407 0.00
H -1.33598 4.96675 -1.57299 0.00
H -0.55031 2.66734 -2.13281 0.00
O -2.83225 -0.06186 -5.14684 0.00
S -2.58461 1.46688 -4.44468 0.00
O -3.56606 1.53504 -3.35921 0.00
N -1.11469 1.32671 -3.80436 0.00
C -0.71372 0.21475 -3.19986 0.00
O 0.25710 0.22918 -2.39426 0.01
C -1.34919 -1.08338 -3.53888 0.00
C -0.87177 -2.26602 -2.97444 0.00
C -1.44364 -3.48517 -3.28281 0.00
C -2.50037 -3.53372 -4.18830 0.00
C -2.96584 -2.37897 -4.78863 0.00
C -2.38563 -1.15481 -4.47053 0.00
H -0.02943 -2.20261 -2.30136 0.00
H -1.06723 -4.38865 -2.82140 0.00
H -2.95778 -4.48389 -4.43762 0.00
H -3.77449 -2.39618 -5.50752 0.00
```

As for the spin multiplicity: 2. As for the expectation value of S²: 0.988. The value obtained for the HOMO-LUMO gap (alpha / beta) is 7.27 / 7.05 eV. The energy above the lowest of the compared OMol25 structures with the same formula, charge and spin is 0.0 kcal/mol. The value obtained for the HOMO energy (alpha / beta) is -0.17926 / -0.17036 Ha. The total charge is -1.

3.
Entry from OMol25: C22H12Cl5N3ORuS as an isolated structure at a distorted geometry (wB97M-V/def2-TZVPD).

Geometry as XYZ:
```
45
Properties=species:S:1:pos:R:3:lowdin_spin:R:1
Ru 0.46974 0.39135 0.17760 1.10
O 0.21200 -1.59532 -0.44529 0.05
C -0.31539 -2.67447 0.16589 0.02
C -1.24946 -3.43954 -0.54308 0.00
C -1.87530 -4.53363 0.02056 0.01
C -1.64110 -4.90395 1.34012 0.00
C -0.71940 -4.20673 2.09036 0.01
C -0.01953 -3.14569 1.52201 0.02
C 0.96437 -2.30838 2.14510 0.15
N 0.62774 -1.21585 2.99510 -0.04
C 1.37947 -0.26912 2.56514 0.12
C 2.58994 -1.16775 0.99637 -0.11
N 2.36949 -2.38032 1.15757 -0.05
H -1.44429 -3.14879 -1.56763 0.00
H -2.56950 -5.10641 -0.58035 0.00
H -2.16346 -5.74664 1.76988 0.00
H -0.49310 -4.49917 3.10737 0.00
H 3.36345 0.49104 1.98161 -0.04
H 2.62694 0.57548 0.33167 -0.03
H 2.53820 -3.18102 0.55892 0.00
Cl 2.19692 0.25270 1.42537 -0.15
C 2.07174 1.82030 1.58694 0.00
C 0.96168 2.47531 0.99635 -0.04
C 0.77481 3.82900 1.07553 0.00
Cl -0.65741 4.52224 0.38959 0.00
C 1.69966 4.64635 1.71371 -0.01
Cl 1.46177 6.33188 1.82827 0.00
C 2.84270 4.05477 2.26181 0.01
Cl 4.04472 5.02719 3.00199 0.00
C 3.01734 2.68541 2.20385 -0.01
Cl 4.49958 1.94150 2.78097 -0.02
S -3.83113 1.43618 -1.06902 0.00
C -2.49030 1.09751 -0.07893 0.00
N -1.37417 0.82973 -0.69064 -0.02
C -1.53904 0.90074 -2.07635 0.00
C -0.52939 0.71061 -3.02021 0.00
C -0.85876 0.81107 -4.35209 0.00
C -2.17198 1.10746 -4.74741 0.00
C -3.16847 1.32519 -3.82245 0.00
C -2.83767 1.21519 -2.47186 0.00
H -2.56492 1.12028 0.99895 0.00
H 0.47985 0.49878 -2.68653 0.00
H -0.09987 0.66698 -5.10856 0.00
H -2.40495 1.17623 -5.80107 0.00
H -4.17351 1.58234 -4.12714 0.00
```

As for the spin multiplicity: 2. As for the expectation value of S²: 1.062. The value obtained for the HOMO-LUMO gap (alpha / beta) is 5.68 / 5.89 eV. The energy above the lowest of the compared OMol25 structures with the same formula, charge and spin is 609.7 kcal/mol. The value obtained for the HOMO energy (alpha / beta) is -0.40180 / -0.40625 Ha. The total charge is +1.

4.
Entry from OMol25: a 16-piece molecular cluster, C22H12Cl60N3O overall at a distorted geometry (wB97M-V/def2-TZVPD).

Geometry as XYZ:
```
98
Properties=species:S:1:pos:R:3:lowdin_charge:R:1
C -0.81101 -1.72217 2.74742 -0.12
N -1.67134 -2.46057 1.74775 -0.17
C -1.12589 -3.85655 1.49573 -0.10
C -1.88678 -1.69414 0.46431 -0.21
O -2.38345 -2.40933 -0.58340 -0.07
C -1.64275 -0.09535 0.21136 -0.12
N -0.67170 0.09988 -0.96264 -0.14
C -0.87626 -0.25760 -2.44726 0.07
C 0.49857 0.11755 -3.25779 -0.21
N 1.44633 0.71335 -2.21838 0.02
C 0.72953 0.70657 -0.87112 0.00
H -0.01208 -1.00284 2.28574 0.07
H -1.50010 -1.19035 3.56403 0.07
H -0.20727 -2.54696 3.35814 0.08
H -0.04730 -3.79608 0.98840 0.11
H -1.04962 -4.41831 2.54501 0.11
H -1.85598 -4.53668 0.84430 0.11
H -1.25663 0.50848 1.13576 0.11
H -2.66609 0.40409 -0.14233 0.15
H -1.87391 -0.73295 -2.89841 0.16
H 0.74519 -0.03512 -4.40009 0.02
H 2.42005 1.07250 -2.32734 0.10
H 1.12282 1.09931 0.18308 0.17
C 3.28502 -2.68468 3.84161 -1.97
Cl 2.93238 -1.43878 5.06556 0.49
Cl 5.03248 -3.03225 3.83430 0.49
Cl 2.38518 -4.17214 4.23195 0.52
Cl 2.78995 -2.09550 2.23468 0.50
C -1.93166 4.17765 0.40205 -1.97
Cl -1.71085 4.02328 2.16332 0.52
Cl -1.35093 2.69719 -0.40134 0.62
Cl -3.66013 4.41178 0.03849 0.54
Cl -1.00475 5.57844 -0.19217 0.54
C 3.40773 -2.83787 -3.04680 -1.96
Cl 1.87733 -1.92645 -3.09028 0.63
Cl 3.40719 -4.06162 -4.34174 0.53
Cl 4.77270 -1.71837 -3.28806 0.50
Cl 3.57364 -3.64491 -1.46705 0.52
C 2.65380 3.51711 -4.57309 -1.96
Cl 1.92666 4.31575 -3.15600 0.50
Cl 3.26253 4.75234 -5.70363 0.55
Cl 4.00262 2.48042 -4.04341 0.49
Cl 1.42334 2.51991 -5.38918 0.52
C -4.48811 0.20968 4.94924 -1.99
Cl -4.32968 -1.44625 4.31089 0.49
Cl -6.14804 0.79584 4.67444 0.49
Cl -4.14032 0.20831 6.69671 0.53
Cl -3.33432 1.28071 4.11491 0.49
C 5.33021 -1.11170 -7.43608 -2.00
Cl 4.73432 0.18440 -6.36849 0.46
Cl 6.66520 -0.48889 -8.43827 0.53
Cl 5.91511 -2.47362 -6.44731 0.50
Cl 4.00612 -1.66865 -8.49014 0.52
C 7.21292 -1.42937 6.76209 -1.98
Cl 7.43373 -1.58374 8.52337 0.53
Cl 7.79365 -2.90984 5.95870 0.50
Cl 5.48444 -1.19525 6.39853 0.43
Cl 8.13983 -0.02859 6.16787 0.53
C -8.79030 2.08816 1.52501 -1.99
Cl -8.56949 1.93379 3.28629 0.48
Cl -8.20957 0.60769 0.72163 0.50
Cl -10.51878 2.32229 1.16146 0.52
Cl -7.86340 3.48895 0.93080 0.49
C -6.88765 -0.34533 -2.93446 -2.02
Cl -5.79676 -1.22189 -1.83161 0.50
Cl -6.42256 -0.68149 -4.62122 0.51
Cl -8.56450 -0.88265 -2.66231 0.52
Cl -6.76676 1.40469 -2.62257 0.49
C -0.57951 0.11088 -8.44723 -1.99
Cl -0.42108 -1.54505 -9.08558 0.53
Cl -2.23944 0.69704 -8.72203 0.53
Cl -0.23172 0.10951 -6.69977 0.49
Cl 0.57428 1.18191 -9.28157 0.53
C 5.36745 5.92954 -2.01710 -1.99
Cl 6.26719 4.90200 -3.16136 0.47
Cl 6.50643 6.98827 -1.14745 0.53
Cl 4.19355 6.92765 -2.91172 0.50
Cl 4.50262 4.90014 -0.84797 0.49
C -10.99231 6.48087 2.31635 -2.01
Cl -10.99623 8.02897 3.19843 0.52
Cl -12.66232 5.87818 2.16699 0.51
Cl -10.30127 6.72450 0.69225 0.50
Cl -10.00934 5.29193 3.20778 0.48
C 9.96257 2.83036 -2.99679 -2.01
Cl 9.95864 4.37846 -2.11472 0.51
Cl 8.29256 2.22767 -3.14615 0.47
Cl 10.65361 3.07399 -4.62089 0.52
Cl 10.94554 1.64142 -2.10537 0.52
C -5.67881 -5.69431 4.36737 -2.01
Cl -5.52038 -7.35023 3.72902 0.52
Cl -7.33874 -5.10815 4.09257 0.52
Cl -5.33102 -5.69567 6.11484 0.52
Cl -4.52502 -4.62328 3.53304 0.47
C 5.04379 -6.03438 6.99525 -1.99
Cl 5.66837 -6.65130 5.44477 0.51
Cl 6.24461 -6.32803 8.27833 0.53
Cl 4.73707 -4.28462 6.85793 0.45
Cl 3.52507 -6.87358 7.39985 0.52
```

As for the spin multiplicity: 1. The value obtained for the HOMO-LUMO gap is 8.35 eV. The value obtained for the HOMO energy is -0.44673 Ha. The total charge is +1.

One value per record, in order, for molecular weight: 1447.88 572.26 644.76 2461.54 g/mol.